Entry 1:
{
  "formula": "C20H23N2S",
  "method": "wB97M-V/def2-TZVPD",
  "species": ["C", "C", "N", "C", "C", "N", "C", "S", "C", "H", "H", "H", "H", "H", "H", "H", "H", "H", "H", "C", "C", "C", "C", "C", "C", "C", "C", "C", "C", "C", "C", "C", "C", "H", "H", "H", "H", "H", "H", "H", "H", "H", "H", "H", "H", "H"],
  "coordinates": [[-3.63, -3.42, -0.15], [-3.95, -1.95, 0.08], [-2.79, -1.26, 0.61], [-2.92, -0.01, 1.33], [-1.50, 0.53, 1.37], [-0.77, -0.34, 0.44], [-1.59, -1.34, 0.03], [-1.11, -2.57, -1.06], [-2.68, -3.46, -1.32], [-3.22, -3.92, 0.73], [-4.56, -3.93, -0.42], [-4.20, -1.49, -0.89], [-4.78, -1.80, 0.77], [-3.63, 0.61, 0.76], [-3.40, -0.17, 2.31], [-1.51, 1.61, 1.14], [-1.09, 0.38, 2.38], [-2.36, -4.48, -1.58], [-3.12, -2.98, -2.22], [2.32, 4.01, -3.66], [1.80, 2.96, -2.69], [1.15, 1.80, -3.14], [0.67, 0.83, -2.24], [0.96, 0.94, -0.86], [0.68, -0.24, 0.08], [1.66, -0.32, 1.30], [1.33, -1.22, 2.31], [1.99, -1.22, 3.54], [3.27, -0.64, 3.63], [3.69, 0.18, 2.58], [2.85, 0.41, 1.48], [1.40, 2.19, -0.40], [1.88, 3.15, -1.31], [3.02, 4.68, -3.14], [2.90, 3.55, -4.48], [1.53, 4.61, -4.11], [1.04, 1.65, -4.23], [0.10, -0.04, -2.61], [0.96, -1.13, -0.49], [0.54, -1.94, 2.13], [1.55, -1.71, 4.41], [3.91, -0.80, 4.50], [4.70, 0.61, 2.59], [3.14, 1.19, 0.78], [1.43, 2.42, 0.67], [2.35, 4.07, -0.93]],
  "nbo_charge": [-0.43, -0.21, -0.38, -0.22, -0.23, -0.37, 0.36, 0.38, -0.50, 0.24, 0.25, 0.20, 0.24, 0.21, 0.23, 0.24, 0.23, 0.26, 0.23, -0.64, 0.01, -0.21, -0.21, 0.01, -0.09, -0.09, -0.21, -0.20, -0.20, -0.22, -0.15, -0.24, -0.20, 0.22, 0.23, 0.23, 0.22, 0.21, 0.24, 0.20, 0.22, 0.23, 0.23, 0.22, 0.23, 0.22],
  "charge": 1,
  "fmax_ev_per_a": 2.02,
  "multiplicity": 1,
  "homo_ev": -11.6,
  "lumo_ev": -2.749,
  "energy_ev": -34922.7685,
  "mol_weight_g_mol": 323.485
}

=====

Entry 2:
{
  "formula": "C3H5NO2",
  "method": "wB97M-V/def2-TZVPD",
  "species": ["N", "C", "O", "C", "C", "O", "H", "H", "H", "H", "H"],
  "coordinates": [[-1.52, -0.04, 1.27], [-1.20, 0.13, 0.04], [-1.70, 0.23, -1.10], [0.32, 0.22, -0.19], [1.34, -0.23, -1.11], [1.06, 1.16, -0.69], [0.05, -0.14, 1.74], [-2.51, -0.14, 1.44], [0.83, -0.11, 1.46], [2.27, -0.63, -0.71], [1.06, -0.45, -2.13]],
  "nbo_charge": [-0.82, 0.53, -0.63, 0.49, -0.16, -0.37, 0.22, 0.39, -0.09, 0.22, 0.23],
  "charge": 0,
  "e_above_lowest_kj_mol": 555.3,
  "fmax_ev_per_a": 0.31,
  "multiplicity": 1,
  "homo_ev": -9.5,
  "lumo_ev": -0.356,
  "energy_ev": -8771.9389,
  "mol_weight_g_mol": 87.078
}

=====

Entry 3:
{
  "formula": "C26H58P4SeY",
  "method": "wB97M-V/def2-TZVPD",
  "species": ["Y", "P", "P", "P", "H", "C", "C", "H", "C", "C", "C", "C", "C", "C", "C", "C", "C", "H", "H", "H", "H", "H", "H", "H", "H", "H", "H", "H", "H", "H", "H", "H", "H", "H", "H", "H", "H", "H", "H", "H", "H", "H", "H", "H", "H", "H", "C", "C", "C", "C", "C", "C", "Se", "H", "H", "H", "H", "H", "H", "C", "C", "C", "P", "C", "C", "C", "C", "C", "C", "H", "H", "H", "H", "H", "H", "H", "H", "H", "H", "H", "H", "H", "H", "H", "H", "H", "H", "H", "H", "H"],
  "coordinates": [[0.21, 0.09, -0.05], [0.95, 2.75, 0.74], [-0.15, 1.05, -2.66], [1.11, -0.77, 2.50], [2.15, -1.35, -2.01], [1.80, -1.69, -1.03], [0.53, -2.26, -0.89], [-0.20, -2.28, -1.73], [2.70, 3.11, 0.33], [0.06, 4.12, -0.11], [0.86, 3.23, 2.52], [-0.42, -0.27, -3.91], [-1.55, 2.19, -3.03], [1.30, 1.95, -3.31], [1.20, -2.60, 2.67], [0.33, -0.32, 4.10], [2.85, -0.27, 2.80], [2.60, -1.95, -0.34], [0.26, -2.90, -0.04], [2.99, 4.14, 0.58], [2.85, 2.94, -0.75], [3.33, 2.41, 0.90], [0.42, 5.10, 0.25], [-1.01, 4.03, 0.11], [0.22, 4.05, -1.20], [1.29, 4.23, 2.67], [1.41, 2.51, 3.14], [-0.20, 3.25, 2.84], [-0.35, 0.14, -4.93], [-1.41, -0.74, -3.78], [0.34, -1.05, -3.78], [-1.48, 2.59, -4.06], [-1.53, 3.04, -2.32], [-2.52, 1.68, -2.91], [1.22, 2.08, -4.40], [2.22, 1.37, -3.10], [1.41, 2.93, -2.83], [1.74, -2.88, 3.58], [1.71, -3.03, 1.80], [0.18, -3.01, 2.72], [0.86, -0.77, 4.96], [-0.72, -0.67, 4.12], [0.32, 0.78, 4.24], [3.26, -0.82, 3.66], [2.92, 0.81, 3.01], [3.48, -0.48, 1.92], [5.71, -0.90, -1.54], [5.04, -1.99, -2.11], [5.76, -3.08, -2.62], [7.15, -3.04, -2.64], [7.84, -1.92, -2.17], [7.12, -0.84, -1.62], [4.63, 0.43, -0.63], [3.17, -0.13, -0.77], [3.95, -2.00, -2.12], [5.20, -3.93, -3.00], [7.71, -3.90, -3.05], [8.93, -1.88, -2.21], [7.66, 0.05, -1.25], [-3.95, -0.98, -2.16], [-4.26, -0.23, -0.86], [-5.58, -0.80, -0.30], [-2.80, -0.11, 0.27], [-3.24, 1.40, 1.31], [-4.73, 1.67, 1.54], [-2.47, 1.49, 2.63], [-2.91, -1.62, 1.35], [-4.01, -1.62, 2.41], [-2.93, -2.90, 0.50], [-3.72, -2.04, -1.99], [-3.11, -0.53, -2.71], [-4.83, -0.94, -2.82], [-4.45, 0.82, -1.13], [-5.54, -1.87, -0.12], [-5.91, -0.31, 0.62], [-6.37, -0.62, -1.04], [-2.86, 2.18, 0.62], [-5.18, 0.93, 2.20], [-4.83, 2.65, 2.03], [-5.30, 1.72, 0.61], [-1.40, 1.26, 2.52], [-2.54, 2.52, 3.01], [-2.88, 0.82, 3.40], [-1.93, -1.59, 1.88], [-5.00, -1.71, 1.96], [-3.85, -2.50, 3.05], [-3.99, -0.74, 3.05], [-2.17, -2.92, -0.30], [-2.72, -3.75, 1.16], [-3.92, -3.06, 0.04]],
  "lowdin_charge": [1.05, 0.73, 0.71, 0.72, 0.06, -0.20, -0.10, 0.09, -0.29, -0.25, -0.24, -0.24, -0.23, -0.25, -0.25, -0.25, -0.26, 0.07, 0.08, 0.08, 0.02, 0.00, 0.08, 0.05, 0.03, 0.08, 0.03, 0.04, 0.08, 0.03, 0.04, 0.08, 0.03, 0.04, 0.08, 0.04, 0.04, 0.08, 0.04, 0.05, 0.08, 0.05, 0.04, 0.08, 0.04, 0.00, -0.56, -0.15, -0.06, -0.06, -0.04, -0.09, 0.90, -0.17, 0.05, 0.11, 0.12, 0.13, 0.12, -0.11, -0.53, -0.09, 1.01, -0.54, -0.09, -0.12, -0.55, -0.08, -0.10, 0.07, 0.03, 0.11, 0.11, 0.08, 0.06, 0.11, 0.09, 0.08, 0.10, 0.08, 0.01, 0.10, 0.08, 0.06, 0.08, 0.10, 0.06, 0.05, 0.10, 0.08],
  "charge": 3,
  "fmax_ev_per_a": 4.19,
  "multiplicity": 1,
  "homo_ev": -15.2,
  "lumo_ev": -10.849,
  "energy_ev": -131422.7467,
  "mol_weight_g_mol": 662.512
}

=====

Entry 4:
{
  "formula": "C4H8OSi",
  "method": "wB97M-V/def2-TZVPD",
  "species": ["C", "C", "C", "Si", "C", "O", "H", "H", "H", "H", "H", "H", "H", "H"],
  "coordinates": [[0.98, -2.21, 0.81], [0.67, -0.92, 0.47], [-0.71, -0.61, -0.03], [-0.71, 1.16, -0.78], [0.85, 1.75, 0.13], [1.38, 0.32, 0.55], [0.31, -2.89, 0.37], [1.90, -2.45, 1.22], [-1.00, -1.31, -0.81], [-1.33, -0.82, 0.86], [-0.58, 1.29, -2.33], [-1.95, 1.94, -0.63], [0.80, 2.25, 1.09], [1.68, 2.05, -0.62]],
  "nbo_charge": [-0.54, 0.37, -0.92, 1.06, -0.47, -0.58, 0.21, 0.21, 0.25, 0.27, -0.16, -0.17, 0.23, 0.24],
  "charge": 0,
  "e_above_lowest_kj_mol": 244.9,
  "fmax_ev_per_a": 3.99,
  "multiplicity": 1,
  "homo_ev": -8.6,
  "smiles": "C=C1C[SiH2]CO1",
  "lumo_ev": 0.945,
  "energy_ev": -14200.1044,
  "mol_weight_g_mol": 100.193
}

=====

Entry 5:
{
  "formula": "C25H72BN2O11S8",
  "method": "wB97M-V/def2-TZVPD",
  "species": ["C", "N", "C", "B", "O", "N", "C", "C", "C", "O", "C", "C", "C", "C", "O", "H", "H", "H", "H", "H", "H", "H", "H", "H", "H", "H", "H", "H", "H", "H", "H", "H", "H", "H", "H", "H", "H", "H", "H", "C", "S", "O", "C", "H", "H", "H", "H", "H", "H", "C", "S", "O", "C", "H", "H", "H", "H", "H", "H", "C", "S", "O", "C", "H", "H", "H", "H", "H", "H", "C", "S", "O", "C", "H", "H", "H", "H", "H", "H", "C", "S", "O", "C", "H", "H", "H", "H", "H", "H", "C", "S", "O", "C", "H", "H", "H", "H", "H", "H", "C", "S", "O", "C", "H", "H", "H", "H", "H", "H", "C", "S", "O", "C", "H", "H", "H", "H", "H", "H"],
  "coordinates": [[0.54, -4.02, -0.51], [1.11, -3.43, -1.73], [2.57, -3.41, -1.78], [0.43, -2.30, -2.29], [-0.22, -2.33, -3.45], [0.48, -0.86, -1.68], [-0.74, -0.01, -1.94], [-2.09, -0.56, -1.55], [-2.35, -0.78, -0.07], [-1.82, 0.30, 0.70], [0.99, -0.80, -0.27], [1.35, 0.61, 0.16], [2.44, 1.30, -0.67], [3.67, 0.48, -1.05], [4.35, 1.13, -2.13], [1.21, -3.87, 0.34], [0.41, -5.09, -0.62], [-0.41, -3.56, -0.24], [2.98, -4.37, -2.08], [2.90, -2.67, -2.50], [3.00, -3.12, -0.81], [-0.84, -3.12, -3.50], [1.22, -0.41, -2.22], [-0.63, 0.96, -1.51], [-0.76, 0.14, -3.02], [-2.38, -1.45, -2.09], [-2.79, 0.20, -1.87], [-1.88, -1.72, 0.26], [-3.41, -0.90, 0.06], [-1.84, 0.03, 1.62], [0.27, -1.22, 0.43], [1.88, -1.42, -0.21], [1.68, 0.55, 1.20], [0.48, 1.25, 0.17], [2.80, 2.13, -0.06], [2.04, 1.74, -1.59], [4.37, 0.41, -0.22], [3.45, -0.54, -1.37], [3.93, 0.86, -2.95], [-7.90, -0.95, -1.41], [-6.13, -0.98, -1.74], [-5.45, -1.17, -0.43], [-5.99, 0.75, -2.17], [-8.18, -1.95, -1.08], [-8.11, -0.23, -0.63], [-8.43, -0.70, -2.33], [-6.33, 1.36, -1.33], [-6.58, 0.95, -3.06], [-4.94, 0.96, -2.38], [6.57, 2.69, 0.23], [6.63, 2.12, 1.94], [5.25, 1.66, 2.28], [6.84, 3.75, 2.66], [6.39, 1.82, -0.41], [5.75, 3.40, 0.11], [7.52, 3.14, -0.03], [6.01, 4.39, 2.36], [7.78, 4.17, 2.31], [6.87, 3.65, 3.74], [-4.06, 0.40, -6.35], [-3.66, -1.13, -5.49], [-3.45, -0.76, -4.06], [-2.03, -1.34, -6.21], [-5.04, 0.72, -6.00], [-3.31, 1.15, -6.11], [-4.10, 0.21, -7.42], [-1.42, -0.46, -5.99], [-2.13, -1.48, -7.29], [-1.57, -2.22, -5.77], [-0.31, 5.43, -2.05], [-0.84, 3.75, -1.70], [-1.56, 3.24, -2.90], [-2.07, 4.18, -0.48], [0.44, 5.39, -2.83], [-1.17, 6.01, -2.39], [0.12, 5.87, -1.15], [-2.81, 4.84, -0.92], [-1.59, 4.66, 0.37], [-2.55, 3.26, -0.15], [3.40, 3.07, 4.29], [1.94, 4.11, 4.20], [2.39, 5.46, 3.78], [1.63, 4.19, 5.97], [3.78, 2.94, 3.28], [4.16, 3.56, 4.91], [3.13, 2.10, 4.71], [2.51, 4.61, 6.47], [1.42, 3.19, 6.35], [0.77, 4.84, 6.13], [-6.89, -5.61, 2.03], [-6.04, -4.72, 0.73], [-5.14, -5.66, 0.02], [-4.98, -3.75, 1.81], [-7.58, -6.31, 1.55], [-6.17, -6.16, 2.64], [-7.45, -4.90, 2.64], [-4.39, -4.43, 2.44], [-5.59, -3.10, 2.43], [-4.33, -3.16, 1.18], [6.49, 4.77, 7.56], [8.17, 4.35, 7.09], [8.10, 3.82, 5.70], [8.32, 2.93, 8.17], [6.18, 5.62, 6.95], [5.83, 3.92, 7.37], [6.46, 5.05, 8.61], [7.54, 2.21, 7.94], [8.24, 3.26, 9.21], [9.30, 2.48, 8.00], [-2.48, -6.17, -4.02], [-2.61, -4.93, -2.73], [-1.30, -4.19, -2.72], [-2.56, -6.06, -1.35], [-2.45, -5.65, -4.98], [-1.57, -6.75, -3.89], [-3.36, -6.81, -3.98], [-1.65, -6.66, -1.37], [-3.45, -6.69, -1.37], [-2.59, -5.45, -0.45]],
  "lowdin_charge": [-0.07, -0.10, -0.06, -0.62, 0.16, 0.09, -0.10, -0.15, -0.23, -0.06, -0.12, -0.16, -0.16, -0.24, -0.07, 0.09, 0.08, 0.07, 0.09, 0.09, 0.08, 0.03, 0.17, 0.08, 0.13, 0.10, 0.11, 0.10, 0.07, 0.10, 0.12, 0.10, 0.13, 0.09, 0.12, 0.11, 0.11, 0.09, 0.08, -0.26, 0.82, -0.56, -0.25, 0.05, 0.06, 0.06, 0.06, 0.06, 0.03, -0.27, 0.84, -0.58, -0.26, 0.03, 0.06, 0.06, 0.06, 0.06, 0.02, -0.26, 0.83, -0.56, -0.26, 0.05, 0.06, 0.06, 0.06, 0.06, 0.04, -0.26, 0.78, -0.55, -0.25, 0.05, 0.06, 0.06, 0.06, 0.06, 0.04, -0.28, 0.78, -0.56, -0.27, 0.01, 0.05, 0.06, 0.05, 0.05, 0.05, -0.26, 0.81, -0.56, -0.26, 0.05, 0.06, 0.06, 0.06, 0.06, 0.03, -0.27, 0.82, -0.56, -0.27, 0.05, 0.05, 0.05, 0.06, 0.05, 0.05, -0.24, 0.93, -0.52, -0.26, 0.05, 0.07, 0.06, 0.07, 0.05, 0.04],
  "charge": 1,
  "fmax_ev_per_a": 2.16,
  "multiplicity": 1,
  "homo_ev": -10.2,
  "lumo_ev": -1.655,
  "energy_ev": -139944.3939,
  "mol_weight_g_mol": 844.202
}

=====

Entry 6:
{
  "formula": "C42H73N2O10PSSi",
  "method": "wB97M-V/def2-TZVPD",
  "species": ["C", "C", "C", "C", "S", "C", "O", "O", "C", "O", "C", "C", "C", "C", "O", "Si", "C", "C", "C", "C", "C", "C", "C", "C", "O", "C", "O", "C", "C", "C", "P", "O", "O", "C", "C", "O", "C", "C", "C", "C", "C", "C", "O", "H", "H", "H", "H", "H", "H", "H", "H", "H", "H", "H", "H", "H", "H", "H", "H", "H", "H", "H", "H", "H", "H", "H", "H", "H", "H", "H", "H", "H", "H", "H", "H", "H", "H", "H", "H", "H", "H", "H", "H", "H", "H", "H", "C", "C", "N", "C", "C", "C", "C", "H", "H", "H", "H", "H", "H", "H", "H", "H", "H", "H", "H", "H", "H", "H", "C", "C", "N", "C", "C", "C", "C", "H", "H", "H", "H", "H", "H", "H", "H", "H", "H", "H", "H", "H", "H", "H"],
  "coordinates": [[2.60, -1.12, 2.60], [1.68, -0.38, 2.84], [0.68, 0.69, 2.66], [-0.62, 0.45, 2.54], [-1.21, -1.27, 2.66], [-0.72, -2.08, 1.12], [-2.65, -1.29, 2.71], [-0.71, -1.94, 3.84], [-1.61, 1.62, 2.30], [-2.71, 1.63, 2.77], [-1.04, 2.72, 1.38], [-1.85, 3.40, 0.43], [-3.33, 3.03, 0.35], [-3.61, 1.54, -0.10], [-4.22, 1.56, -1.39], [-5.90, 1.49, -1.37], [-6.76, 3.12, -0.91], [-6.42, 1.09, -3.16], [-6.62, 0.12, -0.27], [-1.22, 4.37, -0.41], [-2.07, 5.07, -1.47], [-2.29, 6.62, -1.23], [-2.19, 7.33, -2.63], [-3.42, 7.00, -3.54], [-3.25, 5.77, -4.26], [-4.34, 4.95, -4.12], [-4.53, 4.03, -4.86], [0.17, 4.61, -0.25], [0.83, 5.62, -1.21], [1.91, 4.99, -2.15], [1.36, 3.49, -3.04], [-0.06, 3.12, -2.84], [1.60, 3.76, -4.64], [0.53, 3.28, -5.48], [-0.64, 4.29, -5.64], [2.28, 2.27, -2.43], [2.64, 1.25, -3.40], [2.45, -0.13, -2.65], [0.98, 3.94, 0.71], [2.48, 4.27, 0.81], [0.35, 2.98, 1.52], [1.15, 2.17, 2.55], [2.06, 2.60, 3.21], [3.49, -1.68, 2.36], [-0.78, -1.30, 0.32], [0.33, -2.41, 1.13], [-1.41, -2.89, 0.83], [-3.94, 3.69, -0.29], [-3.75, 3.14, 1.38], [-4.23, 1.06, 0.69], [-2.64, 1.01, -0.16], [-6.35, 4.01, -1.41], [-7.81, 3.02, -1.26], [-6.84, 3.27, 0.19], [-5.97, 1.87, -3.80], [-5.95, 0.13, -3.45], [-7.52, 1.09, -3.28], [-7.00, 0.50, 0.70], [-7.51, -0.29, -0.81], [-5.91, -0.73, -0.15], [-3.06, 4.61, -1.64], [-1.52, 4.97, -2.43], [-3.29, 6.80, -0.79], [-1.45, 6.99, -0.61], [-2.05, 8.42, -2.50], [-1.29, 6.97, -3.18], [-4.31, 6.99, -2.89], [-3.51, 7.82, -4.28], [-5.07, 5.08, -3.29], [1.36, 6.37, -0.58], [0.13, 6.20, -1.83], [2.87, 4.77, -1.64], [2.17, 5.75, -2.91], [0.98, 3.18, -6.50], [0.18, 2.26, -5.22], [-0.38, 5.30, -5.27], [-1.00, 4.29, -6.69], [-1.51, 3.96, -5.03], [3.71, 1.37, -3.62], [1.99, 1.22, -4.29], [1.52, -0.58, -3.05], [3.29, -0.81, -2.91], [2.29, 0.01, -1.57], [2.73, 5.26, 0.40], [2.86, 4.22, 1.85], [3.02, 3.51, 0.21], [1.67, -2.90, -0.60], [2.71, -3.90, -1.05], [3.63, -4.30, 0.01], [4.78, -5.05, -0.48], [4.53, -6.42, -1.11], [3.02, -4.82, 1.23], [2.11, -6.04, 1.10], [2.13, -2.01, -0.17], [1.07, -2.58, -1.45], [0.98, -3.32, 0.14], [3.29, -3.44, -1.85], [2.20, -4.77, -1.49], [5.50, -5.17, 0.34], [5.29, -4.43, -1.22], [4.31, -7.18, -0.36], [5.42, -6.75, -1.64], [3.71, -6.40, -1.84], [2.43, -4.01, 1.68], [3.80, -5.02, 1.96], [1.44, -5.98, 0.25], [1.49, -6.13, 2.00], [2.69, -6.97, 1.03], [1.04, -5.10, 3.07], [1.83, -6.25, 3.67], [3.02, -5.82, 4.39], [3.91, -6.92, 4.74], [3.40, -7.98, 5.72], [2.80, -4.83, 5.44], [1.85, -5.20, 6.58], [1.66, -4.49, 2.41], [0.21, -5.50, 2.48], [0.60, -4.45, 3.84], [2.14, -6.90, 2.85], [1.16, -6.85, 4.31], [4.85, -6.51, 5.12], [4.19, -7.42, 3.81], [3.39, -7.61, 6.74], [4.06, -8.85, 5.70], [2.39, -8.32, 5.47], [2.44, -3.91, 4.98], [3.77, -4.55, 5.87], [0.94, -5.68, 6.22], [1.54, -4.29, 7.11], [2.32, -5.85, 7.32]],
  "lowdin_charge": [0.16, -0.05, -0.11, -0.11, 0.67, -0.13, -0.32, -0.31, -0.28, 0.14, -0.02, -0.07, -0.09, -0.22, -0.22, 0.44, -0.17, -0.17, -0.17, -0.08, -0.13, -0.15, -0.17, -0.18, -0.04, -0.34, 0.09, -0.12, -0.15, -0.19, 0.60, -0.24, -0.23, -0.28, -0.07, -0.23, -0.25, -0.07, -0.12, -0.02, -0.02, -0.25, 0.14, 0.07, 0.08, 0.01, 0.09, 0.09, 0.12, 0.11, 0.13, 0.01, 0.04, 0.04, 0.02, 0.04, 0.03, 0.04, 0.04, 0.04, 0.10, 0.09, 0.11, 0.11, 0.11, 0.10, 0.12, 0.13, 0.14, 0.12, 0.08, 0.08, 0.10, 0.12, 0.11, 0.08, 0.08, 0.06, 0.12, 0.10, 0.08, 0.07, 0.07, 0.07, 0.08, 0.10, -0.10, -0.25, -0.18, -0.25, -0.09, -0.22, -0.11, 0.07, 0.08, 0.03, 0.11, 0.10, 0.11, 0.11, 0.05, 0.07, 0.07, 0.06, 0.13, 0.10, -0.03, 0.08, -0.14, -0.26, -0.18, -0.24, -0.09, -0.24, -0.08, 0.02, 0.11, 0.09, 0.09, 0.12, 0.11, 0.11, 0.06, 0.07, 0.07, 0.10, 0.11, 0.07, 0.07, 0.05],
  "charge": 0,
  "fmax_ev_per_a": 4.09,
  "multiplicity": 1,
  "homo_ev": -8.0,
  "smiles": "C#CC1=C(S(C)(=O)=O)C(=O)c2c(CCO[Si](C)(C)C)c(CCCCOC=O)c(CCP(=O)(OCC)OCC)c(C)c2C1=O.CCN(CC)CC.CCN(CC)CC",
  "lumo_ev": -1.176,
  "energy_ev": -96190.0787,
  "mol_weight_g_mol": 857.177
}